2 unconnected molecules or ions with the total composition C14H21N7O4 in a non-equilibrium geometry, computed with the ωB97M-V functional and the def2-TZVPD basis.

```
! RIJCOSX wB97M-V def2-TZVPD def2/J DEFGRID3
* xyz 0 1
O 3.737 0.457 2.287
O -4.871 1.830 -3.252
O -0.681 3.200 -2.219
N 0.294 -1.947 2.044
N 0.399 -3.071 2.639
N 2.434 -2.101 2.658
O 3.665 3.007 0.938
C 2.795 0.699 1.542
C -4.392 0.798 -2.802
C -1.824 2.792 -2.405
C 1.543 -1.365 2.071
C 3.324 3.983 0.036
C 2.269 3.575 -0.729
C 1.923 2.256 -0.272
C 2.795 1.951 0.750
N 1.701 -0.142 1.460
N -2.895 3.413 -1.900
N -3.079 0.589 -2.702
N 1.699 -3.174 3.010
C -5.295 -0.307 -2.308
C -2.850 4.629 -1.091
C -2.035 1.497 -3.205
C 2.452 -5.695 1.532
C 2.265 -4.348 3.684
C 3.198 -5.126 2.742
H 3.822 4.944 -0.054
H 1.780 4.138 -1.520
H 1.122 1.641 -0.672
H 0.898 0.195 0.949
H -3.803 3.043 -2.164
H -2.780 -0.280 -2.292
H -5.091 -1.218 -2.868
H -6.332 -0.013 -2.463
H -5.119 -0.474 -1.247
H -2.235 4.461 -0.205
H -2.411 5.440 -1.674
H -3.858 4.911 -0.784
H -1.085 0.963 -3.236
H -2.291 1.785 -4.225
H 1.629 -6.340 1.856
H 3.135 -6.286 0.915
H 2.043 -4.889 0.914
H 1.466 -5.003 4.045
H 2.876 -4.003 4.523
H 3.659 -5.948 3.298
H 4.001 -4.467 2.396
*
```

Calculated values
gap between HOMO and LUMO = 9.25 eV
LUMO level = 0.3 eV
SMILES string = CCCn1nnc(NC(=O)c2ccco2)n1.CNC(=O)CNC(C)=O
calculated total energy = -33478.897 eV
molecular weight = 351.37 g mol⁻¹



2 unconnected molecules or ions with the total composition CH4O2PS in a non-equilibrium geometry, computed with the ωB97M-V functional and the def2-TZVPD basis.

```
! RIJCOSX wB97M-V def2-TZVPD def2/J DEFGRID3
* xyz -1 1
C 0.644 -0.498 0.394
O -0.555 2.092 -0.257
O 0.590 0.572 -1.959
P -0.206 0.726 -0.766
S -3.100 0.626 -2.677
H 1.642 0.147 0.504
H 0.739 -1.444 -0.149
H 0.127 -0.673 1.387
H -2.299 1.593 -2.362
*
```

Calculated values
gap between HOMO and LUMO (spin up / spin down) = 5.91 / 5.91 eV
LUMO level (spin up / spin down) = 2.6 / 2.6 eV
calculated total energy = -25322.222 eV
molecular weight = 111.08 g mol⁻¹



A molecular structure, C29H21Cl2N8O6STb in a non-equilibrium geometry, computed with the ωB97M-V functional and the def2-TZVPD basis.

```
! RIJCOSX wB97M-V def2-TZVPD def2/J DEFGRID3
* xyz 0 7
Tb -0.397 -0.077 -0.289
Cl -4.113 -5.479 3.043
C -3.715 -4.048 2.064
C -2.405 -3.673 1.873
C -2.014 -2.574 1.087
N -0.669 -2.250 0.758
C 0.318 -2.847 1.386
O 0.328 -3.680 2.303
C 1.711 -2.520 0.846
C 2.763 -3.378 1.163
C 4.006 -3.166 0.587
C 4.182 -2.044 -0.177
C 3.097 -1.204 -0.409
N 1.884 -1.409 0.103
C -3.064 -1.807 0.479
C -4.397 -2.228 0.641
C -4.717 -3.312 1.461
Cl -6.364 -3.825 1.541
N -2.670 -0.749 -0.338
C -3.543 0.263 -0.475
O -4.602 0.527 0.131
C -3.097 1.333 -1.470
C -3.947 2.390 -1.758
C -3.592 3.240 -2.789
C -2.427 3.040 -3.480
C -1.586 2.000 -3.108
N -1.928 1.172 -2.124
H -1.609 -4.246 2.342
H 2.500 -4.205 1.781
H 4.855 -3.788 0.821
H 5.141 -1.803 -0.599
H 3.216 -0.357 -1.082
H -5.192 -1.635 0.210
H -4.900 2.519 -1.258
H -4.187 4.103 -3.105
H -2.136 3.735 -4.270
H -0.649 1.765 -3.599
O 0.191 2.176 -0.168
C 0.937 2.917 -0.833
C 1.907 2.549 -1.847
C 2.803 3.507 -2.291
C 3.721 3.174 -3.208
C 3.696 1.902 -3.849
C 2.794 0.943 -3.486
C 1.835 1.222 -2.459
O 0.995 0.349 -2.104
N 4.724 4.189 -3.568
O 5.490 3.945 -4.481
O 4.718 5.198 -2.894
H 0.903 3.989 -0.630
H 2.719 4.472 -1.841
H 4.466 1.665 -4.586
H 2.772 -0.020 -4.006
C 2.619 -0.113 3.400
C 1.401 -0.887 3.810
C 0.158 -0.263 3.312
N -0.053 0.297 2.169
N -1.357 0.594 1.883
C -2.192 0.294 2.860
N -3.534 0.527 2.785
S -1.365 -0.394 4.208
H 3.505 -0.563 3.863
H 2.527 0.921 3.762
H 2.758 -0.105 2.311
H 1.288 -0.955 4.908
H 1.505 -1.921 3.379
H -3.954 0.597 1.854
H -4.056 0.010 3.455
*
```

Calculated values
expectation value of S² = 12.68
gap between HOMO and LUMO (spin up / spin down) = 6.72 / 6.73 eV
LUMO level (spin up / spin down) = -0.8 / -0.8 eV
calculated total energy = -112937.654 eV
molecular weight = 839.44 g mol⁻¹



A single C4H7NO molecule, computed with the ωB97M-V functional and the def2-TZVPD basis.

```
! RIJCOSX wB97M-V def2-TZVPD def2/J DEFGRID3
* xyz 0 1
C -0.858 -1.180 -1.191
N 0.449 0.688 -0.639
C 0.465 -0.761 -0.522
C 0.272 1.460 0.349
C 0.398 1.167 1.814
O 0.038 1.969 2.640
H -0.737 -2.048 -1.842
H -1.196 -0.343 -1.810
H -1.639 -1.381 -0.453
H 0.544 -1.154 0.503
H 1.316 -1.151 -1.089
H 0.032 2.503 0.134
H 0.915 0.232 2.106
*
```

Calculated values
gap between HOMO and LUMO = 9.40 eV
LUMO level = -0.1 eV
SMILES string = CC/N=C\C=O
calculated total energy = -7797.594 eV
molecular weight = 85.11 g mol⁻¹



A single C3H6N2O3 molecule in a non-equilibrium geometry, computed with the ωB97M-V functional and the def2-TZVPD basis.

```
! RIJCOSX wB97M-V def2-TZVPD def2/J DEFGRID3
* xyz 0 3
C -0.427 1.159 -0.730
C 0.587 -0.428 1.138
C -0.737 -1.597 -0.681
N -0.410 -0.458 0.112
N 0.388 2.166 -0.052
O -1.008 1.257 -1.767
O 0.302 2.428 1.125
O 1.392 2.440 -0.718
H 0.323 -1.150 1.939
H 1.573 -0.656 0.745
H 0.544 0.548 1.618
H -1.424 -1.372 -1.310
H 0.048 -1.931 -1.361
H -1.150 -2.407 -0.058
*
```

Calculated values
expectation value of S² = 2.01
gap between HOMO and LUMO (spin up / spin down) = 7.03 / 6.38 eV
LUMO level (spin up / spin down) = 0.3 / -3.2 eV
calculated total energy = -12322.592 eV
molecular weight = 118.09 g mol⁻¹



A molecular structure, C31H42N4O2PdSSi, computed with the ωB97M-V functional and the def2-TZVPD basis.

```
! RIJCOSX wB97M-V def2-TZVPD def2/J DEFGRID3
* xyz 0 1
Pd -0.391 0.258 0.436
C -2.110 -3.506 2.572
C -1.595 -2.314 1.805
N -1.144 -1.237 2.338
O -1.159 -1.112 3.713
C -1.708 -2.387 0.340
C -2.406 -3.551 -0.300
N -1.295 -1.400 -0.402
O -1.557 -1.376 -1.653
H -1.881 -3.503 3.637
H -1.667 -4.414 2.167
H -3.192 -3.590 2.458
H -1.641 -1.857 4.099
H -3.471 -3.587 -0.058
H -1.957 -4.496 0.005
H -2.314 -3.447 -1.378
C -3.153 0.272 -4.393
C -1.850 0.431 -5.173
C -0.862 1.434 -4.573
C -0.442 1.113 -3.140
N -1.437 1.525 -2.132
C -1.155 2.306 -1.083
S -2.008 2.200 0.412
N -0.206 3.280 -1.204
C -0.023 4.082 -2.421
C -1.286 4.815 -2.884
C -1.525 6.165 -2.213
C -1.692 6.098 -0.698
H -3.908 -0.236 -4.995
H -3.559 1.242 -4.097
H -3.003 -0.328 -3.493
H -2.067 0.729 -6.202
H -1.354 -0.543 -5.236
H -1.280 2.444 -4.620
H 0.043 1.437 -5.189
H 0.508 1.570 -2.883
H -0.317 0.037 -3.015
H -2.103 0.796 -1.907
H -0.173 3.819 -0.353
H 0.362 3.451 -3.218
H 0.769 4.799 -2.191
H -2.146 4.159 -2.716
H -1.225 4.961 -3.966
H -2.416 6.616 -2.655
H -0.695 6.835 -2.457
H -2.418 5.334 -0.407
H -2.029 7.055 -0.299
H -0.750 5.866 -0.196
C 3.581 1.110 -3.364
C 3.452 -0.271 -3.326
C 2.872 -0.885 -2.223
C 2.395 -0.137 -1.145
C 2.546 1.250 -1.200
C 3.132 1.871 -2.292
Si 1.557 -0.952 0.344
C 1.639 -2.823 0.165
C 1.060 -3.477 -0.930
C 1.183 -4.849 -1.083
C 1.880 -5.599 -0.143
C 2.462 -4.967 0.944
C 2.347 -3.590 1.089
C 2.449 -0.400 1.917
C 3.543 0.468 1.854
C 4.224 0.852 3.000
C 3.823 0.373 4.238
C 2.742 -0.494 4.322
C 2.066 -0.874 3.174
H 4.037 1.591 -4.221
H 3.809 -0.874 -4.152
H 2.778 -1.965 -2.212
H 2.194 1.863 -0.376
H 3.239 2.949 -2.309
H 0.503 -2.913 -1.672
H 0.729 -5.334 -1.939
H 1.972 -6.671 -0.261
H 3.013 -5.542 1.679
H 2.817 -3.109 1.939
H 3.879 0.843 0.894
H 5.071 1.523 2.924
H 4.351 0.673 5.135
H 2.421 -0.870 5.286
H 1.223 -1.545 3.262
*
```

Calculated values
gap between HOMO and LUMO (spin up / spin down) = 7.02 / 7.02 eV
LUMO level (spin up / spin down) = -0.2 / -0.2 eV
calculated total energy = -65074.846 eV
molecular weight = 669.28 g mol⁻¹



A molecular structure, C23H31BaF6O3 in a non-equilibrium geometry, computed with the ωB97M-V functional and the def2-TZVPD basis.

```
! RIJCOSX wB97M-V def2-TZVPD def2/J DEFGRID3
* xyz -1 1
O -0.689 1.746 -1.221
C 0.312 1.789 -2.309
C -0.369 2.839 -3.123
H 0.381 0.794 -2.737
H 1.292 2.049 -1.933
C -1.522 2.558 -2.075
H -0.601 2.717 -4.177
H 0.237 3.763 -2.941
C -2.633 1.605 -2.632
H -2.184 0.965 -3.371
H -3.527 2.154 -3.017
H -2.906 0.808 -1.901
C -1.937 3.790 -1.333
H -1.039 4.340 -1.141
H -2.295 3.529 -0.340
H -2.676 4.377 -1.885
Ba 0.633 -2.049 0.479
C 1.171 1.039 2.682
C 2.338 0.283 2.445
C 2.731 0.459 1.099
H 2.868 -0.292 3.169
C 1.807 1.374 0.535
C 0.807 1.663 1.485
H -0.090 2.247 1.328
H 0.662 1.142 3.616
H 3.636 0.075 0.652
H 1.942 1.918 -0.383
C -1.654 0.185 2.840
C -2.328 1.254 2.215
C -2.810 0.783 0.954
H -2.400 2.273 2.594
C -2.419 -0.567 0.801
C -1.760 -0.944 1.997
H -1.451 -1.967 2.237
H -1.149 0.225 3.805
H -3.432 1.355 0.283
H -2.673 -1.259 -0.011
O 0.415 -1.272 -3.201
C 0.029 -0.486 -4.409
C 0.508 -1.160 -5.716
H 0.474 0.521 -4.373
H -1.051 -0.297 -4.383
C 1.455 -2.268 -5.223
H 1.057 -0.405 -6.303
H -0.345 -1.537 -6.311
C 1.412 -2.193 -3.656
H 2.500 -2.120 -5.598
H 1.129 -3.280 -5.514
H 2.392 -1.886 -3.231
H 1.194 -3.175 -3.226
C -0.506 -2.595 4.503
C 0.772 -1.892 4.050
O 0.578 -1.344 2.841
C 1.173 -0.970 5.285
F 0.940 -1.614 6.467
F 2.465 -0.567 5.310
F 0.424 0.168 5.336
C 1.983 -2.853 3.814
F 2.345 -3.559 4.896
F 1.663 -3.756 2.806
F 3.103 -2.232 3.327
H -1.230 -1.811 4.790
H -0.260 -3.228 5.360
H -0.891 -3.210 3.672
*
```

Calculated values
gap between HOMO and LUMO = 3.29 eV
LUMO level = 1.2 eV
calculated total energy = -47490.313 eV
molecular weight = 606.81 g mol⁻¹



A gas-phase ion, C5H14N (charge +1) in a non-equilibrium geometry, computed with the ωB97M-V functional and the def2-TZVPD basis.

```
! RIJCOSX wB97M-V def2-TZVPD def2/J DEFGRID3
* xyz 1 1
C 1.279 0.773 -0.904
C 0.571 1.377 1.520
C -0.361 -1.982 -0.470
C 0.790 0.224 0.480
C -0.612 -0.755 0.309
N -1.600 0.028 -0.467
H 0.661 1.607 -1.149
H 1.070 -0.085 -1.762
H 2.357 1.182 -0.900
H 0.819 0.861 2.577
H 1.212 2.187 1.308
H -0.481 1.671 1.493
H 0.513 -2.502 -0.062
H -0.037 -1.712 -1.559
H -1.208 -2.737 -0.448
H 1.551 -0.480 0.808
H -1.005 -0.691 1.341
H -2.476 -0.619 -0.682
H -1.386 0.773 -1.143
H -1.958 0.722 0.295
*
```

Calculated values
gap between HOMO and LUMO = 11.61 eV
LUMO level = -3.7 eV
SMILES string = CC(C)[C@H](C)[NH3+]
calculated total energy = -6893.945 eV
molecular weight = 88.17 g mol⁻¹



12 unconnected molecules or ions with the total composition C28H70B2F17N8O10P in a non-equilibrium geometry, computed with the ωB97M-V functional and the def2-TZVPD basis.

```
! RIJCOSX wB97M-V def2-TZVPD def2/J DEFGRID3
* xyz 4 1
C 6.154 0.218 0.594
C 4.801 -0.205 0.005
O 4.615 -1.220 -0.635
N 3.751 0.875 0.194
H 2.826 0.459 0.235
H 3.889 1.206 1.142
C 3.782 1.932 -0.888
H 6.112 0.284 1.681
H 6.521 1.179 0.235
H 6.870 -0.557 0.319
H 4.810 2.294 -0.920
H 3.106 2.730 -0.585
H 3.547 1.545 -1.878
C 0.625 5.592 1.774
C 0.775 5.368 3.267
O 0.804 6.208 4.104
N 1.012 3.870 3.592
H 1.588 3.296 2.989
H 1.449 3.889 4.506
C -0.308 3.148 3.899
H -0.221 4.981 1.457
H 1.541 5.398 1.218
H 0.307 6.634 1.748
H -1.012 3.347 3.093
H -0.671 3.603 4.820
H -0.150 2.090 4.108
C -0.604 -3.481 3.541
C -2.016 -3.034 3.534
O -2.976 -3.647 3.904
N -2.356 -1.680 2.864
H -2.556 -0.965 3.560
H -1.569 -1.215 2.407
C -3.488 -1.683 1.844
H -0.134 -3.701 2.583
H -0.508 -4.391 4.132
H -0.060 -2.755 4.148
H -3.077 -2.140 0.945
H -3.727 -0.621 1.803
H -4.336 -2.298 2.142
C 3.433 -1.024 -4.329
C 2.030 -0.480 -4.150
O 1.529 -0.004 -3.154
N 1.203 -0.454 -5.437
H 1.472 -1.194 -6.075
H 0.259 -0.713 -5.178
C 1.038 1.020 -6.006
H 3.837 -1.000 -5.341
H 3.442 -2.075 -4.035
H 4.094 -0.515 -3.629
H 1.962 1.382 -6.455
H 0.574 1.666 -5.263
H 0.341 0.792 -6.813
C -4.293 -4.216 -2.734
C -4.060 -2.709 -2.898
O -4.991 -1.944 -2.802
N -2.670 -2.144 -3.297
H -1.975 -2.876 -3.205
H -2.681 -1.986 -4.298
C -2.216 -0.940 -2.417
H -3.689 -4.754 -3.466
H -5.316 -4.530 -2.937
H -4.010 -4.217 -1.680
H -2.181 -1.228 -1.368
H -2.936 -0.163 -2.670
H -1.231 -0.609 -2.743
C 2.502 -6.601 -2.755
C 2.336 -6.151 -1.316
O 2.913 -6.779 -0.474
N 1.337 -5.050 -0.915
H 0.699 -4.908 -1.689
H 0.673 -5.207 -0.165
C 2.074 -3.717 -0.699
H 1.511 -6.905 -3.094
H 3.209 -7.429 -2.774
H 2.911 -5.804 -3.377
H 1.504 -2.799 -0.835
H 2.854 -3.596 -1.451
H 2.423 -3.773 0.331
C 2.319 -0.238 5.354
C 3.582 0.460 4.856
O 4.159 0.073 3.856
N 4.127 1.666 5.605
H 4.763 2.196 5.021
H 3.389 2.329 5.813
C 4.687 1.307 7.018
H 1.757 0.513 5.911
H 2.562 -1.040 6.053
H 1.725 -0.767 4.610
H 4.991 2.259 7.451
H 5.547 0.638 7.034
H 3.856 0.853 7.555
C -6.070 1.448 -2.249
C -5.007 1.530 -1.218
O -4.512 0.623 -0.556
N -4.582 2.956 -0.866
H -4.313 3.421 -1.730
H -5.338 3.582 -0.609
C -3.504 3.097 0.216
H -6.376 0.426 -2.466
H -5.662 1.941 -3.136
H -6.924 2.090 -2.027
H -3.237 4.136 0.403
H -2.631 2.656 -0.264
H -3.720 2.486 1.090
C -2.636 3.290 -4.118
O -1.900 3.905 -3.065
O -3.950 3.571 -3.890
C -2.041 3.731 -5.543
F -2.576 2.989 -6.503
F -2.177 4.998 -5.937
F -0.756 3.517 -5.555
C -0.647 3.284 -2.657
C -0.184 4.063 -1.454
H -0.908 3.967 -0.645
H 0.813 3.681 -1.230
H -0.141 5.125 -1.699
H 0.201 3.452 -3.323
H -0.675 2.248 -2.314
H -2.548 2.199 -4.072
P 0.181 -0.216 0.862
F 0.029 -0.947 2.346
F 1.629 -0.978 0.728
F -0.534 -1.502 0.268
F 0.493 0.414 -0.644
F -1.193 0.579 0.898
F 0.927 1.080 1.563
B -1.741 0.113 5.297
F -2.504 -0.990 5.661
F -2.255 0.777 4.238
F -1.612 0.935 6.404
F -0.489 -0.340 4.959
B -1.498 -5.330 0.161
F -0.517 -5.552 1.051
F -2.781 -5.452 0.750
F -1.326 -4.011 -0.241
F -1.305 -6.160 -0.908
*
```

Calculated values
gap between HOMO and LUMO = 4.63 eV
LUMO level = -10.2 eV
calculated total energy = -119381.454 eV
molecular weight = 1054.48 g mol⁻¹



A molecular structure, C5H11N in a non-equilibrium geometry, computed with the ωB97M-V functional and the def2-TZVPD basis.

```
! RIJCOSX wB97M-V def2-TZVPD def2/J DEFGRID3
* xyz 0 1
C 0.831 0.738 0.369
C 0.525 -0.179 -0.747
C -2.029 0.601 -0.690
C -0.980 -0.272 -0.069
N 1.662 0.341 1.273
C -1.286 -1.313 0.694
H 0.567 1.792 0.200
H 3.359 -0.361 0.253
H 1.838 1.036 1.997
H 0.993 -1.153 -0.658
H 0.433 0.283 -1.728
H 3.834 -0.519 -0.385
H -2.025 0.548 -1.789
H -3.032 0.325 -0.360
H -1.858 1.640 -0.429
H -2.306 -1.557 0.949
H -0.527 -1.949 1.121
*
```

Calculated values
gap between HOMO and LUMO = 9.96 eV
LUMO level = 0.9 eV
calculated total energy = -6850.434 eV
molecular weight = 85.15 g mol⁻¹